Entry from OMol25: a structure of composition C36H71BrIN5O7P at a distorted geometry (ωB97M-V/def2-TZVPD).

ORCA input file:
```
! RIJCOSX wB97M-V def2-TZVPD def2/J DEFGRID3
* xyz 1 1
C 1.44316 -5.76906 2.37177
C 2.96348 -6.28969 2.01217
N 3.96465 -5.18649 1.74853
C 4.62355 -4.67079 3.00802
C 6.11661 -5.40177 2.91372
O 6.05199 -6.85698 2.71406
C 6.00745 -7.59946 3.98259
O 4.08050 -5.04079 4.32439
C 4.58405 -4.06995 5.35010
O 5.63616 -4.76806 6.10471
C 5.32043 -4.87934 7.53741
O 6.24918 -4.61524 8.49260
C 3.84089 -5.37460 8.13402
C 3.08103 -4.38333 9.19831
C 1.58263 -4.89077 9.72884
C 0.99528 -6.32044 9.12678
C 1.80170 -7.30140 8.07684
C 3.27522 -6.80103 7.55445
C 5.01728 -2.65220 4.61238
Br 3.71426 -1.34004 5.36961
P 6.70134 -1.85669 5.07973
O 6.79183 -1.87575 6.84682
I 6.50937 0.49546 4.31443
N 4.82509 -3.14822 3.16350
C 4.12003 -2.22791 2.18547
C 2.48475 -2.33016 2.19265
O 1.88707 -0.95699 2.09178
C 0.72045 -0.96949 1.19373
C 0.79150 -1.11472 -0.45974
O -0.51888 -0.81327 1.70937
H 1.50902 -4.96539 3.22064
H 0.85762 -6.72730 2.77627
H 0.86217 -5.40850 1.40787
H 2.86279 -6.89165 0.98608
H 3.36102 -7.10309 2.79039
H 4.65319 -5.42666 1.00159
H 6.63024 -4.95733 1.93182
H 6.82838 -5.12751 3.80065
H 4.86475 -7.69920 4.31079
H 6.37248 -8.72631 3.83834
H 6.58921 -7.10729 4.87044
H 3.58290 -3.76204 5.87269
H 3.58137 -3.36706 9.54420
H 0.98672 -4.20040 10.47417
H -0.06782 -6.65518 9.48733
H 1.38653 -8.31737 7.65204
H 3.91579 -7.42242 6.77585
H 6.05599 -1.23248 7.14401
H 5.83082 -3.07193 2.82149
H 4.54212 -2.47324 1.11766
H 4.42077 -1.10913 2.46270
H 2.04575 -2.84727 3.17350
H 2.14696 -2.91887 1.22341
H 0.07510 -0.32314 -0.98539
H 0.44934 -2.19014 -0.78142
H 1.92691 -0.95172 -0.76602
C -5.09398 4.20700 1.48782
C -4.31170 3.64903 2.67670
N -4.65742 2.26742 3.02259
C -4.10144 1.84304 4.31275
C -2.58349 1.76423 4.43738
C -4.54526 1.28250 1.94533
C -3.18749 1.11801 1.26972
H -6.17292 4.13847 1.65688
H -4.84332 5.26335 1.34187
H -4.85125 3.68417 0.55760
H -4.54271 4.29529 3.53364
H -3.24221 3.76401 2.47687
H -4.52771 0.86897 4.58772
H -4.46964 2.53351 5.08286
H -2.18283 0.88514 3.92939
H -2.30616 1.67216 5.49419
H -2.08345 2.65542 4.04817
H -5.27975 1.53721 1.17066
H -4.87774 0.30185 2.31017
H -2.70233 2.07631 1.05943
H -3.31203 0.59970 0.31335
H -2.50884 0.51030 1.87284
C -2.32478 3.06633 -6.06723
C -2.59057 1.79014 -5.26885
N -2.11985 1.84535 -3.88198
C -2.13979 0.53715 -3.21719
C -3.49625 -0.12501 -2.99922
C -2.61740 2.95933 -3.07289
C -4.12738 3.10146 -2.90914
H -1.26129 3.32385 -6.05905
H -2.62716 2.92108 -7.11005
H -2.89411 3.91668 -5.67950
H -2.06160 0.98060 -5.78866
H -3.65763 1.55601 -5.32833
H -1.62723 0.61533 -2.24905
H -1.51736 -0.15012 -3.80509
H -4.04676 0.34429 -2.18186
H -3.35144 -1.17549 -2.72039
H -4.11916 -0.11175 -3.89787
H -2.23465 3.89327 -3.50385
H -2.15750 2.92194 -2.07669
H -4.66973 2.94525 -3.84690
H -4.36679 4.11092 -2.55920
H -4.51835 2.40666 -2.16212
C -2.18743 4.25114 -10.06844
C -2.84781 5.44161 -9.37317
N -1.89830 6.41914 -8.83382
C -2.53026 7.40402 -7.94817
C -3.55254 8.35457 -8.56245
C -0.92774 6.97029 -9.78111
C -1.46587 7.68724 -11.01540
H -1.48767 3.74073 -9.39972
H -2.95209 3.52719 -10.37044
H -1.65063 4.55284 -10.97310
H -3.43943 5.03065 -8.54464
H -3.55760 5.90225 -10.06670
H -1.75066 7.99843 -7.45319
H -3.02196 6.85824 -7.13223
H -3.07160 9.13520 -9.15465
H -4.10890 8.86082 -7.76470
H -4.28420 7.83661 -9.18867
H -0.27879 6.15305 -10.12087
H -0.24344 7.64637 -9.25199
H -2.30142 7.15539 -11.48114
H -0.67432 7.77138 -11.76718
H -1.78906 8.70425 -10.78116
*
```

LUMO energy, eV: -3.88
Total energy, eV: -147674.1460
Frontier orbital gap, eV: 5.1342

***

Entry from OMol25: a cluster of 2 separate species, C4H8N2OS in total at a distorted geometry (ωB97M-V/def2-TZVPD).

ORCA input file:
```
! RIJCOSX wB97M-V def2-TZVPD def2/J DEFGRID3
* xyz 0 1
N 1.41642 1.39512 0.62035
C 2.41060 0.59842 0.12579
O 3.54749 1.26558 -0.36441
C 2.34986 -0.68887 0.11776
S 2.27995 -2.21890 0.02053
H 0.41556 1.06008 0.57457
H 1.56792 2.37692 0.31785
H 3.65580 2.17692 0.10047
C -1.38735 -0.98680 1.24233
N -0.83578 -0.27133 0.33638
C -0.56911 -0.70733 -0.92955
H -1.46582 -0.49682 2.20850
H -1.68764 -1.93652 0.98873
H -1.05960 -1.71939 -1.09493
H -0.93874 -0.08059 -1.75552
H 0.59386 -0.61446 -0.95482
*
```

LUMO energy, eV: -0.12
Total energy, eV: -20136.8570
Frontier orbital gap, eV: 6.9374
SMILES string: NC(O)=C=S.C=NC

***

Entry from OMol25: an isolated molecule of C5H11N at a distorted geometry (ωB97M-V/def2-TZVPD).

ORCA input file:
```
! RIJCOSX wB97M-V def2-TZVPD def2/J DEFGRID3
* xyz 0 1
C -0.23116 1.49917 1.49862
N -0.32464 0.19405 0.80749
C -0.87136 0.36754 -0.54162
C -0.58324 -0.89170 -1.36527
C 0.61667 -1.47338 -0.57412
C 0.98559 -0.42689 0.53612
H -1.18615 1.98799 1.58099
H 0.15213 1.30728 2.48650
H 0.42750 2.24749 0.99716
H -0.36279 1.23333 -1.09776
H -1.97353 0.64690 -0.53218
H -1.50910 -1.53340 -1.45059
H -0.24882 -0.67892 -2.37930
H 0.47010 -2.56592 -0.20410
H 1.46315 -1.47284 -1.22878
H 1.67909 0.32804 0.00768
H 1.49656 -0.76877 1.45917
*
```

LUMO energy, eV: 1.24
Total energy, eV: -6852.6871
Frontier orbital gap, eV: 9.9818
SMILES string: CN1CCCC1

***

Entry from OMol25: a cluster of 2 separate species, C14H20IN2O in total at a distorted geometry (ωB97M-V/def2-TZVPD).

ORCA input file:
```
! RIJCOSX wB97M-V def2-TZVPD def2/J DEFGRID3
* xyz 1 1
C -3.32564 -0.31812 -1.48652
C -3.14804 -1.58582 -2.33336
C -1.88600 -1.60983 -3.24543
I -2.40663 -1.75180 -5.34393
N -0.91496 -0.53884 -2.99836
C -0.96280 0.73613 -3.27502
N 0.18405 1.28678 -2.88114
C 0.98525 0.30710 -2.35682
C 2.38366 0.40161 -1.80625
C 2.30242 0.55497 -0.25879
O 2.48893 -0.66260 0.44885
C 0.30895 -0.85780 -2.41433
H -3.61801 0.52365 -2.12674
H -2.38559 -0.03679 -0.99728
H -4.08964 -0.43248 -0.71744
H -3.12805 -2.46374 -1.68041
H -4.02826 -1.71054 -2.96741
H -1.36063 -2.53832 -3.04099
H -1.80148 1.23014 -3.74188
H 0.42941 2.26274 -2.96497
H 2.93312 1.26829 -2.18123
H 2.91087 -0.52817 -2.02878
H 3.05772 1.25714 0.11366
H 1.33546 0.96717 0.05874
H 2.67076 -1.39415 -0.14812
H 0.64249 -1.83374 -2.10776
C 0.46777 0.95843 3.08877
C 1.34912 -0.09766 3.28487
C 1.75254 -0.43031 4.57158
C 1.26935 0.28538 5.65874
C 0.38630 1.33826 5.46050
C -0.01188 1.67792 4.17542
H 0.15227 1.22285 2.08560
H 1.72004 -0.65877 2.43797
H 2.44398 -1.24874 4.72705
H 1.58116 0.02239 6.66146
H 0.00877 1.89481 6.30871
H -0.69681 2.50246 4.02104
*
```

LUMO energy, eV: -3.53
Total energy, eV: -27963.9432
Frontier orbital gap, eV: 7.5472

***

Entry from OMol25: an isolated molecule of C2H3NOS2 at a distorted geometry (ωB97M-V/def2-TZVPD).

ORCA input file:
```
! RIJCOSX wB97M-V def2-TZVPD def2/J DEFGRID3
* xyz 0 1
O -1.82175 0.72081 0.00227
C -0.69006 0.39078 0.05081
C -0.26864 -1.12506 -0.00969
S 1.59058 -1.23062 0.06442
S 1.90694 0.78744 0.40454
N 0.38523 1.23707 -0.19515
H -0.89462 -1.66936 0.77579
H -0.54710 -1.44179 -0.96812
H 0.33943 2.33075 -0.12486
*
```

LUMO energy, eV: 0.19
Total energy, eV: -27329.8526
Frontier orbital gap, eV: 8.4041
SMILES string: O=C1CSSN1

***

Entry from OMol25: a cluster of 2 separate species, H3NOS in total at a distorted geometry (ωB97M-V/def2-TZVPD).

ORCA input file:
```
! RIJCOSX wB97M-V def2-TZVPD def2/J DEFGRID3
* xyz 0 1
N 1.39742 0.32265 -0.71453
O -1.20297 0.34239 -1.16687
S 0.32802 1.18808 -1.17552
H 0.17757 -0.60470 1.66342
H 0.36043 -0.61627 2.33104
H -1.06046 -0.63214 -0.93754
*
```

LUMO energy, eV: -0.78
Total energy, eV: -14418.6284
Frontier orbital gap, eV: 9.6564

***

Entry from OMol25: an isolated molecule of C7H8F2O at a distorted geometry (ωB97M-V/def2-TZVPD).

ORCA input file:
```
! RIJCOSX wB97M-V def2-TZVPD def2/J DEFGRID3
* xyz 0 1
C -1.55394 0.73940 -1.20897
C -1.18364 -0.20148 -0.11931
C -1.45174 0.26082 1.32825
C 0.28345 -0.49769 -0.22296
O 0.83726 -1.62439 -0.36517
C 2.18234 -1.48764 -0.20300
C 2.51047 -0.18889 0.07259
F 3.73534 0.29452 0.27429
C 1.39650 0.55641 0.21947
F 1.27738 1.86662 0.39232
H -1.31416 1.76096 -1.05375
H -2.68436 0.85866 -1.25026
H -1.02915 0.34716 -2.02380
H -1.64750 -1.20855 -0.35922
H -0.64192 0.91687 1.63210
H -1.06696 -0.58927 1.99959
H -2.46053 0.54827 1.53708
H 2.81117 -2.35180 -0.64923
*
```

LUMO energy, eV: 0.87
Total energy, eV: -14867.8062
Frontier orbital gap, eV: 8.9880
SMILES string: CC(C)c1occ(F)c1F

***

Entry from OMol25: a cluster of 2 separate species, C9H14 in total at a distorted geometry (ωB97M-V/def2-TZVPD).

ORCA input file:
```
! RIJCOSX wB97M-V def2-TZVPD def2/J DEFGRID3
* xyz 0 1
C 1.96338 -0.46315 0.10451
C 0.85848 -0.66872 -0.76292
C -0.22586 -1.42785 -0.46097
C -1.34253 -1.40841 -1.32096
C -1.36721 -0.71714 -2.52596
C -0.26458 0.00911 -2.87966
C 0.75333 0.07638 -1.98143
H 2.75260 0.24114 -0.09006
H 2.61651 -1.36266 0.21893
H 1.48306 -0.16876 1.07381
H -0.24988 -2.10048 0.30103
H -1.97884 -2.21859 -1.02629
H -2.27456 -0.77504 -3.29398
H -0.01960 0.34566 -3.79023
H 1.71712 0.55427 -2.42700
C 0.31216 1.58955 4.06866
C -1.03489 2.06650 3.50508
H 1.05625 1.06035 3.43326
H 0.67007 2.47018 4.71182
H 0.32868 0.72124 4.72036
H -1.15495 3.28228 3.52028
H -1.90556 1.45963 3.72719
H -0.95466 2.15318 2.44272
*
```

LUMO energy, eV: 0.91
Total energy, eV: -9557.4715
Frontier orbital gap, eV: 9.8414
SMILES string: Cc1ccccc1.CC

***

Per-record ΔE to the lowest compared entry with this formula, charge and spin, kcal/mol: 200.7; 91.7; 19.4; 11.3; 21.3; 42.7; 42.2; 62.5